1.
A molecular structure, C31H47IrNO4P2, computed with wB97M-V/def2-TZVPD.

Structure (ORCA input):
```
! RIJCOSX wB97M-V def2-TZVPD def2/J DEFGRID3
* xyz 1 5
H 2.45 -2.44 -0.13
C -2.42 -3.53 6.42
H -2.08 1.92 2.18
H -1.27 -0.91 1.05
H 1.54 -2.74 -5.56
H 1.55 2.49 -6.38
H -1.06 -0.56 5.47
H 1.08 -3.15 -0.93
C -0.61 -0.94 0.17
C 1.78 2.56 0.82
H 0.40 1.88 -2.33
H -2.41 -0.99 -0.93
H -0.14 4.23 -0.27
H 2.22 1.40 -5.13
H -2.90 -4.44 6.04
H -1.07 -1.85 -1.71
H 1.98 3.12 -4.75
H -1.49 3.19 0.22
H 0.45 -0.78 3.42
C 1.49 -2.18 -0.60
C 1.23 0.95 2.42
H -0.88 4.43 1.32
H 3.31 2.81 -0.64
C -0.14 -0.46 -6.21
C -1.40 -1.36 6.12
H -1.44 0.52 3.08
H 1.44 0.28 4.44
C 3.70 0.94 1.59
H 1.23 -1.70 -2.73
H -2.02 3.37 -4.86
C 1.50 0.17 -1.72
H 1.94 3.93 -0.81
C 2.30 1.45 1.59
O -1.05 -1.11 10.24
H -1.34 0.11 -3.05
H -2.12 -2.50 -5.38
H 0.92 -0.44 -6.51
H 2.22 -0.75 3.23
H 0.77 -1.91 1.46
H -0.68 -0.40 7.92
C 0.59 -2.91 -5.05
C -0.96 3.48 -5.09
H 2.84 -1.40 -2.07
O -1.61 -1.71 3.36
P -0.16 -1.31 -4.55
C -0.71 0.95 -6.17
O -3.02 -3.49 3.68
C -1.16 -1.27 7.49
C 0.38 2.70 1.14
C 1.34 -0.14 3.43
H -1.29 2.15 3.74
Ir 0.79 0.81 0.12
H 2.34 0.76 -2.10
C 1.58 2.27 -5.30
C -2.17 -3.47 7.79
C 1.77 -1.30 -1.85
P -0.11 1.91 -4.67
C -0.58 3.69 0.57
C -1.95 -1.77 -4.58
H -0.55 4.29 -4.47
O -1.97 -3.08 10.47
H 3.15 4.18 0.45
H -2.22 -2.22 -3.62
C 0.62 -1.57 0.43
H 3.71 -0.15 1.62
H 4.24 1.30 2.47
C -1.10 0.32 -1.99
H -0.70 -1.11 -6.89
H 0.79 -3.52 -4.16
H -2.42 -4.30 8.45
H -1.82 1.10 -1.69
H -1.81 0.92 -6.10
C 0.27 0.89 -1.86
C -2.24 -2.57 4.03
C -1.26 1.57 2.81
N -1.53 -2.16 9.76
H -2.59 -0.89 -4.73
H -0.10 -3.45 -5.71
H -0.83 3.73 -6.15
C -1.34 -0.94 -1.15
H 4.22 1.27 0.70
C -1.59 -2.31 8.34
H -0.43 1.52 -7.06
C 0.06 1.72 2.14
C -2.04 -2.49 5.55
C 2.59 3.42 -0.10
*
```

The HOMO energy (alpha / beta) is -8.122 / -10.155 eV. As for the lowest unoccupied orbital energy (alpha / beta): -0.1265 / -0.2369 Ha. Its total energy is -63991.1929 eV. The HOMO-LUMO gap (alpha / beta) is 4.68 / 3.71 eV. For the molar mass, the calculation gives 751.89 g mol⁻¹. The value obtained for the largest force on an atom is 0.0950 Eh/bohr.

2.
2 unconnected molecules or ions with the total composition C4H9N3O, computed with wB97M-V/def2-TZVPD.

Structure (ORCA input):
```
! RIJCOSX wB97M-V def2-TZVPD def2/J DEFGRID3
* xyz 0 1
N 2.35 1.49 -1.52
H 2.80 1.56 -2.46
N 1.59 0.57 -1.28
H -0.71 -0.77 2.51
H -2.29 -0.12 1.34
H -2.06 -0.74 -0.67
C 0.43 -0.87 0.84
N -0.13 -1.14 -0.25
C -1.41 0.49 0.98
C -0.26 -0.01 1.81
H 0.75 -1.10 -1.65
O 1.35 -0.44 -2.21
H 1.28 -1.56 1.06
C -1.22 -0.23 -0.44
H -1.62 1.57 0.87
H -1.04 0.40 -1.34
H 0.19 0.88 2.43
*
```

The HOMO energy is -9.420 eV. The SMILES is [H]/N=N\O.C1=NCCC1. As for the lowest unoccupied orbital energy: 0.0363 Ha. Its total energy is -10807.8121 eV. The HOMO-LUMO gap is 10.41 eV. For the molar mass, the calculation gives 115.14 g mol⁻¹. The value obtained for the largest force on an atom is 0.0705 Eh/bohr.

Which formula does entry 2 have? C4H9N3O